Computed, not measured: C3H3BrO2 in the gas phase, with ωB97M-V/def2-TZVPD.

The geometry in XYZ format:
```
9
Properties=species:S:1:pos:R:3
O 1.545 -1.910 0.632
C 1.395 -1.283 -0.355
C 0.456 0.249 -0.220
O 1.164 1.165 -0.528
C -1.179 0.849 0.348
Br -2.677 -0.418 0.263
H 1.728 -1.477 -1.352
H -1.266 1.696 -0.260
H -1.166 1.130 1.472
```

Results
SMILES: O=CC(=O)CBr
Energy relative to the best compared isomer or geometry (same formula, charge and spin) (kJ/mol): 202.33
Electronic energy (eV): -77294.1670